Entry 1:
Formula: C42H30N6O7Sn
Source: the Open Molecules 2025 dataset
Level of theory: the ωB97M-V functional and the def2-TZVPD basis

Total charge: +2
LUMO level: -7.3 eV
Frontier orbital gap: 5.93 eV

Element x y z (Å)
Sn1 -2.727 0.042 1.058
O1 -1.426 -0.233 8.640
N1 -1.758 0.871 8.263
O2 -1.801 1.856 8.960
C1 -2.160 1.034 6.840
C2 -2.797 2.182 6.551
C3 -3.266 2.443 5.229
C4 -3.981 3.612 4.915
C5 -4.436 3.793 3.637
C6 -4.155 2.803 2.690
N2 -3.473 1.707 2.955
C7 -3.030 1.511 4.213
C8 -2.318 0.286 4.521
N3 -2.103 -0.584 3.504
C9 -1.506 -1.729 3.767
C10 -1.060 -2.082 5.038
C11 -1.243 -1.208 6.074
C12 -1.897 0.020 5.841
H1 -2.969 2.904 7.337
H2 -4.174 4.345 5.689
H3 -5.001 4.669 3.354
H4 -4.519 2.907 1.674
H5 -1.355 -2.398 2.932
H6 -0.576 -3.035 5.196
H7 -0.905 -1.458 7.065
C13 5.611 -1.035 -6.873
O3 4.375 -1.013 -6.121
C14 4.014 0.042 -5.455
C15 4.798 1.226 -5.367
C16 4.317 2.270 -4.649
C17 3.054 2.177 -3.978
C18 2.263 0.983 -4.095
C19 2.748 -0.059 -4.803
N4 2.707 3.238 -3.277
N5 1.583 3.334 -2.704
C20 1.090 2.893 -1.613
C21 1.910 2.162 -0.645
C22 1.363 1.595 0.432
C23 -0.084 1.623 0.627
O4 -0.611 0.912 1.487
C24 -0.906 2.491 -0.248
N6 -2.213 2.522 0.024
C25 -2.986 3.245 -0.769
C26 -2.498 3.964 -1.861
C27 -1.155 3.899 -2.156
C28 -0.330 3.138 -1.328
H8 5.624 -2.001 -7.363
H9 6.458 -0.944 -6.196
H10 5.609 -0.237 -7.614
H11 5.754 1.292 -5.863
H12 4.871 3.195 -4.555
H13 1.299 0.889 -3.609
H14 2.188 -0.978 -4.908
H15 2.971 2.080 -0.843
H16 1.946 1.022 1.140
H17 -4.047 3.250 -0.549
H18 -3.178 4.540 -2.473
H19 -0.742 4.423 -3.008
O5 -1.327 -2.021 0.544
C29 -0.464 -2.049 -0.628
C30 -0.744 -0.743 -1.402
O6 -0.054 -0.475 -2.376
O7 -1.688 -0.007 -0.952
C31 0.998 -2.053 -0.203
C32 1.374 -1.813 1.112
C33 2.718 -1.777 1.470
C34 3.699 -1.973 0.513
C35 3.329 -2.208 -0.807
C36 1.991 -2.248 -1.162
C37 -0.876 -3.250 -1.465
C38 -1.953 -3.142 -2.342
C39 -2.407 -4.253 -3.034
C40 -1.793 -5.485 -2.851
C41 -0.729 -5.602 -1.971
C42 -0.270 -4.489 -1.279
H20 -1.611 -2.930 0.707
H21 0.620 -1.646 1.867
H22 2.993 -1.605 2.503
H23 4.744 -1.961 0.792
H24 4.088 -2.384 -1.558
H25 1.707 -2.439 -2.188
H26 -2.440 -2.184 -2.492
H27 -3.240 -4.158 -3.717
H28 -2.147 -6.352 -3.393
H29 -0.251 -6.561 -1.821
H30 0.565 -4.591 -0.597

Mulliken population analysis, charges in e, atoms 1 to 2: number 1, Sn, carries 0.971; number 2, O, carries -0.606



Entry 2:
Formula: C2H4ClOP
Source: the Open Molecules 2025 dataset
Level of theory: the ωB97M-V functional and the def2-TZVPD basis

LUMO level (alpha / beta): -2.0 / -0.5 eV
Frontier orbital gap (alpha / beta): 6.37 / 8.70 eV

Element x y z (Å)
C1 0.232 -1.202 0.157
C2 0.380 1.611 -0.290
O1 0.005 -1.230 -1.045
P1 -1.002 -1.154 1.463
Cl1 0.479 1.089 -1.835
H1 1.276 -1.248 0.520
H2 1.249 1.599 0.354
H3 -0.580 1.793 0.159
H4 -2.039 -1.258 0.516

natural (NBO) population analysis, charges in e, atoms 1 to 2: number 1, C, carries 0.011; number 2, C, carries -0.426



Entry 3:
Formula: C31H33NO4
Source: the Open Molecules 2025 dataset
Level of theory: the ωB97M-V functional and the def2-TZVPD basis

LUMO level: -3.1 eV
Frontier orbital gap: 3.85 eV

Element x y z (Å)
C1 -4.002 3.319 1.016
C2 -3.153 3.343 2.268
C3 -3.625 4.341 3.346
O1 -3.007 2.019 2.818
C4 -2.158 1.116 2.172
O2 -2.147 -0.034 2.573
C5 -1.320 1.651 1.128
C6 -0.462 0.807 0.203
C7 -0.293 1.545 -1.167
C8 -1.326 2.424 -1.485
C9 -1.245 3.274 -2.585
C10 -0.248 3.086 -3.540
C11 0.717 2.108 -3.305
C12 0.772 1.438 -2.080
C13 -1.020 3.065 1.204
O3 -0.015 3.571 0.712
O4 -1.834 3.858 1.955
H1 -3.726 2.464 0.389
H2 -5.056 3.232 1.291
H3 -3.859 4.248 0.454
H4 -2.931 4.296 4.195
H5 -3.604 5.357 2.931
H6 -4.638 4.119 3.697
H7 -1.146 -0.045 0.062
H8 -2.231 2.450 -0.872
H9 -1.952 4.090 -2.661
H10 -0.203 3.721 -4.424
H11 1.488 1.896 -4.042
H12 1.642 0.804 -1.911
C14 0.585 -5.558 -4.021
C15 0.319 -5.910 -2.705
C16 0.195 -4.929 -1.699
C17 -0.227 -5.251 -0.386
C18 -0.491 -4.251 0.537
C19 -0.287 -2.897 0.193
C20 0.387 -2.583 -0.979
C21 0.982 -1.213 -1.192
C22 1.553 -0.517 0.065
C23 2.853 0.263 0.080
C24 3.324 0.179 1.555
C25 2.595 1.312 2.225
C26 1.095 1.074 2.055
N1 0.646 0.344 0.824
C27 1.544 -1.473 2.484
C28 2.945 -1.146 2.345
C29 0.435 -3.548 -2.035
C30 0.625 -3.208 -3.395
C31 0.713 -4.198 -4.373
H13 0.692 -6.322 -4.792
H14 0.145 -6.951 -2.434
H15 -0.382 -6.304 -0.140
H16 -0.859 -4.504 1.530
H17 -0.625 -2.092 0.853
H18 1.785 -1.286 -1.946
H19 0.162 -0.650 -1.632
H20 1.900 -1.453 0.537
H21 3.610 -0.073 -0.632
H22 2.597 1.300 -0.163
H23 4.407 0.317 1.599
H24 2.877 1.402 3.279
H25 2.828 2.285 1.759
H26 0.631 0.650 2.954
H27 0.740 2.097 1.972
H28 0.925 -1.096 3.277
H29 1.118 -2.295 1.932
H30 3.433 -1.991 1.845
H31 3.287 -1.031 3.382
H32 0.647 -2.150 -3.683
H33 0.874 -3.909 -5.415

natural (NBO) population analysis, charges in e, atoms 1 to 2: number 1, C, carries -0.668; number 2, C, carries 0.539



Going through the records in order, we get ΔE to the lowest compared entry with this formula, charge and spin values of 0.0 460.3 563.9 kJ/mol.